135
Properties=species:S:1:pos:R:3:forces:R:3:lowdin_spin:R:1 method="wB97M-V/def2-TZVPD" spin_multiplicity=6 s_squared=8.761 lumo_energy_ev="-1.6 / -3.0" charge=+1 e_above_lowest_ev=0.513 e_tot_ev=-204983.5154
Fe 1.328 -0.550 -0.697 1.55 -0.06 0.10 3.68
C 3.904 -2.348 -1.197 -0.05 0.03 -0.01 0.00
C 4.138 -0.980 -1.871 -0.05 0.00 -0.07 0.00
N 3.555 0.100 -1.065 0.04 -0.01 0.02 0.04
C 4.295 0.270 0.193 0.04 0.04 0.00 0.00
C 3.381 0.645 1.344 -0.04 0.10 0.03 0.02
N 2.197 -0.218 1.399 -0.14 -0.07 0.01 0.03
C 2.421 -1.511 2.064 0.02 -0.03 0.01 0.00
C 3.105 -2.542 1.152 -0.08 0.00 0.03 0.00
N 2.762 -2.356 -0.263 -0.14 -0.09 0.04 0.04
H 4.797 -2.663 -0.653 0.03 0.00 -0.06 0.00
H 3.737 -3.084 -1.982 0.01 0.00 0.01 0.00
H 3.656 -0.960 -2.842 0.00 0.01 -0.01 0.00
H 5.215 -0.835 -2.018 -0.01 0.01 0.00 0.00
H 3.567 0.964 -1.596 -0.01 -0.02 0.00 0.00
H 5.083 1.020 0.099 0.01 0.00 0.01 0.00
H 4.806 -0.665 0.417 0.00 0.00 0.00 0.00
H 3.044 1.677 1.218 -0.02 0.00 -0.01 0.02
H 3.940 0.607 2.286 -0.02 0.00 -0.01 0.00
H 1.475 0.275 1.915 0.02 -0.02 0.06 0.00
H 1.440 -1.873 2.358 -0.03 -0.05 0.01 0.00
H 3.012 -1.387 2.980 -0.02 0.01 -0.03 0.00
H 2.827 -3.540 1.501 0.00 0.00 -0.01 0.00
H 4.188 -2.477 1.263 -0.03 0.01 0.00 0.00
H 2.090 -3.042 -0.580 0.03 -0.06 0.08 0.00
C -3.936 -2.500 -0.393 -0.01 -0.02 -0.01 0.00
C -3.410 -3.799 0.232 -0.06 0.00 0.05 0.00
C -4.595 -4.535 0.886 0.00 0.00 -0.03 0.00
C -2.893 -4.670 -0.923 0.03 0.04 0.01 0.00
Si -2.065 -3.470 1.545 0.11 0.12 0.08 0.01
Br -0.728 -1.738 0.655 -0.40 -0.13 -0.02 0.02
C -2.679 -2.616 3.149 -0.01 -0.05 0.02 0.00
C -3.734 -1.546 2.829 -0.01 -0.01 0.02 0.00
C -1.574 -1.904 3.947 -0.02 -0.04 -0.01 0.00
C -3.314 -3.670 4.077 -0.01 0.05 0.03 0.00
C -0.868 -4.937 1.829 -0.06 -0.05 0.02 0.00
C 0.063 -4.691 3.023 -0.01 -0.02 0.01 0.00
C -1.682 -6.209 2.135 0.05 -0.01 0.01 0.00
C 0.020 -5.216 0.608 0.03 0.03 0.02 0.00
H -4.700 -2.758 -1.132 -0.01 0.00 -0.01 0.00
H -3.151 -1.952 -0.907 0.08 0.06 -0.07 0.00
H -4.396 -1.834 0.331 -0.01 0.04 0.02 0.00
H -5.331 -4.757 0.109 -0.01 -0.01 -0.01 0.00
H -5.098 -3.934 1.642 -0.02 0.05 0.03 0.00
H -4.310 -5.484 1.340 0.02 -0.03 0.02 0.00
H -3.689 -4.752 -1.668 -0.01 -0.01 -0.02 0.00
H -2.640 -5.681 -0.613 0.00 -0.05 0.05 0.00
H -2.031 -4.227 -1.417 0.00 -0.02 0.03 0.00
H -3.347 -0.781 2.154 0.02 0.02 -0.03 0.00
H -4.019 -1.051 3.761 -0.01 0.01 0.02 0.00
H -4.641 -1.960 2.394 -0.03 -0.04 0.00 0.00
H -1.090 -1.120 3.367 0.01 0.04 -0.05 0.00
H -0.809 -2.579 4.321 0.04 -0.04 -0.01 0.00
H -2.039 -1.428 4.815 0.00 0.00 0.03 0.00
H -4.117 -4.232 3.603 -0.03 -0.02 -0.03 0.00
H -3.742 -3.161 4.945 -0.01 0.00 0.01 0.00
H -2.580 -4.381 4.454 0.03 -0.02 0.01 0.00
H -0.473 -4.658 3.970 -0.03 0.01 0.02 0.00
H 0.634 -3.768 2.926 0.05 0.07 -0.04 0.00
H 0.777 -5.518 3.087 0.01 -0.01 0.01 0.00
H -2.302 -6.107 3.025 -0.03 0.02 0.03 0.00
H -0.987 -7.033 2.317 0.01 -0.01 0.01 0.00
H -2.325 -6.508 1.310 -0.01 0.00 -0.06 0.00
H 0.555 -4.322 0.290 0.06 0.06 -0.02 0.00
H -0.534 -5.591 -0.247 -0.05 0.01 -0.04 0.00
H 0.760 -5.976 0.879 0.01 -0.02 0.00 0.00
C 1.207 -2.505 -4.518 0.00 0.05 -0.06 0.00
C 0.685 -1.424 -3.567 0.32 -0.21 -0.19 0.01
O 1.324 -1.504 -2.354 -0.55 0.15 -0.18 0.09
C -0.825 -1.656 -3.387 0.02 -0.02 0.13 0.00
F -1.364 -0.753 -2.555 -0.05 0.03 0.01 0.00
F -1.522 -1.628 -4.528 -0.02 0.03 -0.02 0.00
F -1.020 -2.869 -2.840 -0.02 0.02 0.03 0.00
C 0.947 -0.029 -4.183 -0.06 -0.05 0.02 0.00
F 0.168 0.260 -5.228 -0.01 -0.01 -0.06 0.00
F 0.768 0.944 -3.270 -0.06 0.04 0.01 0.00
F 2.223 0.077 -4.597 0.06 -0.02 0.05 0.00
H 1.058 -3.474 -4.048 -0.02 0.00 0.01 0.00
H 2.271 -2.359 -4.686 0.02 0.02 0.03 0.00
H 0.694 -2.493 -5.478 0.00 0.02 -0.03 0.00
C -3.459 2.334 -3.668 0.00 -0.01 0.00 0.00
C -3.707 1.932 -2.208 0.02 -0.07 0.08 0.00
C -4.404 0.569 -2.157 0.04 -0.02 0.02 0.00
C -4.593 2.978 -1.516 -0.02 -0.02 0.00 0.00
C -2.403 1.875 -1.519 -0.03 0.16 -0.03 0.00
C -1.316 1.943 -0.995 0.14 -0.06 -0.06 0.01
H -4.396 2.296 -4.225 -0.03 0.02 -0.01 0.00
H -2.749 1.654 -4.140 -0.01 -0.02 -0.01 0.00
H -3.062 3.348 -3.731 0.03 0.01 0.00 0.00
H -5.388 0.645 -2.622 -0.02 0.00 -0.02 0.00
H -4.535 0.244 -1.125 -0.02 -0.02 0.03 0.00
H -3.827 -0.186 -2.689 0.01 -0.02 0.00 0.00
H -5.579 2.989 -1.983 -0.02 0.01 -0.02 0.00
H -4.168 3.977 -1.600 0.02 0.02 0.00 0.00
H -4.717 2.743 -0.458 -0.01 -0.01 0.01 0.00
C 5.015 3.857 -1.036 0.04 0.05 0.00 0.10
Si 4.309 4.355 0.634 -0.01 -0.10 -0.01 0.52
C 5.256 3.544 2.040 -0.01 0.04 0.04 0.09
C 4.392 6.210 0.870 -0.03 0.02 0.01 0.08
Sb 0.657 2.338 -0.396 -0.76 0.16 -0.02 0.05
Si -0.147 3.243 1.901 0.10 0.01 -0.07 0.01
C -2.005 3.174 1.932 -0.03 -0.01 0.01 0.00
C 0.539 2.186 3.293 -0.01 -0.02 0.00 0.00
C 0.456 4.995 2.136 0.04 0.01 0.03 0.01
Si 0.427 4.519 -1.820 0.12 -0.07 0.08 0.02
C 0.616 3.991 -3.594 -0.07 0.01 -0.04 0.00
C -1.251 5.259 -1.487 0.03 0.05 0.04 0.00
C 1.693 5.822 -1.393 0.03 -0.01 -0.05 0.02
H 5.983 4.346 -1.184 0.03 0.01 -0.01 0.02
H 4.367 4.157 -1.859 -0.01 0.01 -0.03 0.00
H 5.181 2.783 -1.113 0.00 -0.05 0.00 0.00
H 6.207 4.068 2.169 0.04 -0.01 0.01 0.01
H 5.478 2.493 1.867 0.00 -0.05 -0.03 0.00
H 4.711 3.624 2.982 0.00 0.01 0.03 0.00
H 5.421 6.474 1.128 0.02 0.03 -0.01 0.01
H 3.752 6.553 1.684 -0.01 0.01 0.03 0.00
H 4.115 6.757 -0.029 -0.01 0.01 -0.03 0.00
H -2.374 2.177 1.691 -0.01 -0.04 0.01 0.00
H -2.437 3.864 1.208 -0.02 0.02 -0.02 0.00
H -2.353 3.450 2.930 -0.04 0.02 0.02 0.00
H 0.127 1.174 3.289 -0.03 -0.03 -0.01 0.00
H 0.248 2.640 4.243 0.00 0.00 0.05 0.00
H 1.629 2.130 3.282 0.05 0.01 0.01 0.00
H 0.073 5.661 1.364 -0.02 0.03 -0.03 0.00
H 1.547 5.048 2.118 0.03 0.01 0.00 0.02
H 0.114 5.372 3.102 0.00 0.02 0.04 0.00
H -0.204 3.345 -3.908 -0.02 -0.02 0.00 0.00
H 1.550 3.458 -3.767 0.05 0.01 0.00 0.00
H 0.611 4.885 -4.223 -0.01 0.01 -0.04 0.00
H -2.027 4.511 -1.359 -0.05 -0.07 -0.02 0.00
H -1.514 5.891 -2.339 -0.03 0.03 -0.01 0.00
H -1.223 5.894 -0.600 -0.02 0.02 0.02 0.00
H 2.667 5.633 -1.840 0.05 -0.03 -0.02 0.00
H 1.822 5.956 -0.321 -0.03 0.01 0.06 0.01
H 1.320 6.765 -1.803 0.03 0.05 -0.01 0.00